[1]
The following is a DFT calculation (wB97M-V/def2-TZVPD) of an isolated ion of composition C26H33FNO3 and charge -1 in a non-equilibrium geometry.

```
64
Properties=species:S:1:pos:R:3:nbo_charge:R:1
F 4.450 1.175 0.017 -0.3460
O -2.278 -2.292 3.780 -0.7365
O -3.128 1.468 1.222 -0.7595
O -1.253 -4.259 4.337 -0.7667
N 0.976 -1.986 4.068 -0.3949
C -0.229 -2.222 4.975 -0.1472
C -2.238 -0.718 1.223 -0.1351
C -1.385 -3.019 4.284 0.7534
C -0.796 1.318 1.603 -0.1734
C -3.565 -2.857 1.013 -0.6251
C -4.372 -0.812 -0.184 -0.6081
C 0.313 -2.991 6.176 -0.4174
C 2.580 -1.404 1.874 -0.0362
C -1.184 3.427 0.194 -0.6098
C -1.374 3.490 2.668 -0.6074
C 5.286 -0.591 1.341 -0.3021
C 0.077 -0.930 1.880 -0.2619
C 0.854 3.269 1.598 -0.6016
C 2.864 -0.358 0.968 -0.2817
C 2.089 -2.908 4.488 -0.2177
C -2.127 0.741 1.338 0.5042
C 3.696 -2.198 2.220 -0.2122
C 4.176 0.060 0.776 0.4555
C 5.008 -1.775 2.056 -0.2172
C 1.191 -1.822 2.374 0.0051
C -1.098 -1.480 1.349 -0.0905
C -4.481 -0.961 2.302 -0.6326
C -3.655 -1.332 1.065 -0.0659
C 0.225 0.465 1.993 -0.1809
C -0.617 2.855 1.502 -0.0722
C 1.686 -3.564 5.791 -0.4152
H 1.623 -4.660 5.666 0.2256
H 2.315 -3.661 3.712 0.2055
H -0.370 -3.772 6.498 0.2601
H 0.910 4.359 1.461 0.1986
H -4.587 0.123 2.360 0.2280
H -4.572 -3.287 0.950 0.1906
H -1.036 4.514 0.209 0.1800
H -0.664 3.012 -0.678 0.1959
H -1.086 -2.534 1.018 0.1969
H 0.426 -2.263 6.989 0.1912
H 3.532 -3.195 2.632 0.2062
H 2.410 -3.340 6.578 0.2037
H 1.464 2.801 0.812 0.2023
H -0.630 -1.229 5.247 0.2276
H -2.988 -3.175 0.134 0.1816
H 2.946 -2.241 4.621 0.2072
H -5.471 -1.425 2.245 0.1757
H 1.172 0.876 2.336 0.1820
H -5.364 -1.277 -0.233 0.1811
H 1.086 -2.919 2.176 0.2237
H 1.306 -1.034 4.344 0.4073
H -4.488 0.273 -0.118 0.2429
H -2.256 3.218 0.118 0.2540
H -2.436 3.242 2.589 0.2492
H -3.094 -3.215 1.942 0.2595
H -0.983 3.120 3.624 0.1931
H -3.962 -1.332 3.191 0.2583
H -1.256 4.578 2.632 0.1781
H 6.310 -0.251 1.187 0.2258
H 2.065 0.167 0.417 0.2713
H 1.272 3.037 2.588 0.1947
H -3.806 -1.073 -1.084 0.1874
H 5.819 -2.360 2.469 0.2121
```

Values from the calculation:
Net charge = -1
E_HOMO = -3.303 eV
E_LUMO = 2.12 eV
Gap between HOMO and LUMO = 0.1994 Eh



[2]
The following is a DFT calculation (wB97M-V/def2-TZVPD) of one molecule with the formula C5H8OS2 in a non-equilibrium geometry.

```
16
Properties=species:S:1:pos:R:3:nbo_charge:R:1
S -0.058 -2.587 0.977 0.1032
S -0.027 -1.808 -1.959 0.0346
O -2.127 0.105 -0.888 -0.6961
C -0.340 -1.505 -0.389 -0.2849
C 0.841 1.372 -0.444 -0.4315
C -1.125 -0.250 0.067 -0.0005
C 1.139 0.897 0.935 -0.4181
C -0.276 0.927 0.402 -0.2505
H 1.199 0.667 -1.206 0.2238
H -0.843 1.796 0.810 0.2335
H 0.880 -3.339 0.343 0.1498
H 1.338 1.648 1.694 0.2174
H 1.009 2.419 -0.643 0.2218
H 1.703 -0.057 1.087 0.2216
H -1.601 0.219 -1.733 0.4743
H -1.713 -0.502 0.947 0.2017
```

Values from the calculation:
Net charge = 0
Energy above the lowest of the compared OMol25 structures with the same formula, charge and spin = 1.5541 eV
E_HOMO = -9.149 eV
E_LUMO = -0.53 eV
Gap between HOMO and LUMO = 0.3166 Eh



Question: gap between HOMO and LUMO of number 2 (C5H8OS2)?
Answer: 0.3166 Eh